[1]
211
Properties=species:S:1:pos:R:3:mulliken_charge:R:1 method="wB97M-V/def2-TZVPD" homo_energy_ev=-13.0 charge=+2 molar_mass_g_mol=1246.77
C 5.2048 15.7316 15.0916 -1.06
C 6.7084 15.7511 15.3724 -0.67
C 7.1444 16.4181 16.7453 -0.65
C 6.9531 15.4884 17.9952 -1.00
N 6.8496 16.0066 19.3714 0.33
C 8.1128 16.7132 19.8549 -1.21
C 7.8518 16.6308 21.3996 0.81
C 6.9120 15.4079 21.6301 0.07
C 6.8104 14.8053 20.2501 -1.35
C 5.7190 16.8728 19.5210 -0.86
C 4.3671 16.2392 19.2007 0.13
C 3.2375 17.2661 19.3613 -1.49
H 4.9765 15.6634 14.0019 0.33
H 4.6455 16.5870 15.5547 0.25
H 4.8098 14.8141 15.4541 0.34
H 7.3236 16.2405 14.5971 0.40
H 7.0791 14.7290 15.5564 0.32
H 6.5255 17.2875 16.9038 0.29
H 8.1545 16.7664 16.6759 0.46
H 7.8355 14.7856 18.0442 0.52
H 6.0881 14.8352 17.9119 0.48
H 8.2912 17.6648 19.3719 0.40
H 8.8255 16.0024 19.5716 0.55
H 7.4390 17.5356 21.7299 0.46
H 8.7587 16.4479 21.9988 -0.72
H 5.8959 15.5043 22.1118 0.30
H 7.5326 14.7151 22.2580 0.16
H 5.8129 14.3443 20.1368 0.55
H 7.6945 14.2189 20.0572 0.68
H 5.8897 17.7710 18.8998 0.52
H 5.6883 17.2739 20.5400 0.48
H 4.1958 15.3720 19.8599 0.18
H 4.3206 15.8741 18.1444 0.12
H 3.0269 17.5564 20.4463 0.32
H 2.2835 16.8535 18.9490 0.39
H 3.3971 18.2112 18.8743 0.39
C 14.6519 6.1116 25.4066 -1.44
C 14.2826 7.2778 26.2662 -0.45
C 14.7067 8.6375 25.7114 -0.75
C 14.0671 9.7875 26.5336 -1.02
P 13.9208 11.3099 25.6589 1.26
C 13.3514 12.6902 26.6816 1.35
C 12.0500 12.5239 27.5033 -0.21
C 12.0578 11.3397 28.4396 0.01
C 10.6383 11.1763 29.0883 -1.27
C 15.5751 11.7639 25.0819 -1.54
C 15.8130 13.1240 24.4644 1.22
C 17.3333 13.3998 24.2812 -0.80
C 18.1563 13.5802 25.5501 -1.16
C 12.8282 10.9738 24.3022 -0.64
C 11.4422 10.1155 24.5084 -0.29
C 10.3654 10.4081 23.4651 -0.26
C 10.7640 9.9866 22.0663 -1.50
H 14.1811 6.2491 24.3720 0.26
H 14.2407 5.2449 25.8345 0.43
H 15.6766 5.8792 25.2192 0.37
H 14.5905 7.1510 27.3134 0.40
H 13.1917 7.2711 26.2888 0.30
H 14.4054 8.7814 24.6415 0.40
H 15.8065 8.6300 25.8463 0.42
H 14.5762 9.9019 27.6178 0.46
H 13.0322 9.4650 26.7445 0.57
H 13.1502 13.4962 25.9883 -2.01
H 14.2312 12.9043 27.3489 0.85
H 11.1631 12.5507 26.7647 -0.49
H 11.9154 13.4753 28.0895 0.63
H 12.9016 11.4501 29.0898 0.58
H 12.2624 10.4360 27.8503 -0.51
H 10.4023 11.9306 29.7804 0.38
H 10.7103 10.1866 29.5209 0.47
H 9.8525 11.2014 28.3014 0.09
H 15.6991 10.9499 24.3541 0.59
H 16.3530 11.5721 25.8484 0.46
H 15.4136 13.9016 25.1009 -0.78
H 15.2932 13.1447 23.5225 0.22
H 17.3815 14.3946 23.7514 0.37
H 17.7352 12.6300 23.6788 0.41
H 17.6666 14.2524 26.2408 0.25
H 19.1944 13.9356 25.3482 0.38
H 18.2577 12.6067 26.0232 0.32
H 13.4794 10.4008 23.5896 0.81
H 12.5945 11.9008 23.7584 0.07
H 11.0187 10.3697 25.5034 -0.11
H 11.6744 9.0402 24.4825 0.43
H 10.1737 11.5025 23.5021 -0.01
H 9.5437 9.8400 23.8443 0.54
H 9.9715 9.9096 21.3926 0.46
H 11.1200 8.9505 22.1512 0.42
H 11.6426 10.5831 21.7322 0.27
C 5.1574 17.4467 26.4717 -1.44
C 6.1328 17.3911 25.3355 0.05
C 7.4259 18.1371 25.5584 -0.56
C 8.1248 17.9558 26.8778 0.35
P 9.8525 18.1839 26.9409 0.85
C 10.0663 20.0629 26.9103 -0.89
C 11.4612 20.5253 27.2801 -0.01
C 11.4877 22.0484 27.4227 -0.88
C 10.5522 22.5460 28.5470 -0.93
C 10.4044 17.7381 28.6168 -0.42
C 9.4533 18.1263 29.7004 -0.98
C 9.8561 17.8140 31.1546 0.14
C 11.2390 18.3885 31.5588 -1.23
C 10.5490 17.3245 25.5488 -1.12
C 12.1034 17.3079 25.5446 -1.90
C 12.8015 16.0580 26.1312 1.72
C 14.3289 16.2614 26.1855 -1.58
H 4.1974 17.1900 26.0502 0.50
H 5.1682 18.4652 26.7746 0.39
H 5.4397 16.7500 27.2508 0.05
H 5.8049 17.9221 24.3923 0.32
H 6.4685 16.4127 25.0592 -0.01
H 7.2670 19.2089 25.2785 0.29
H 8.0199 17.7789 24.7367 -0.37
H 8.0947 16.8862 27.1503 -1.02
H 7.6026 18.5831 27.5996 0.92
H 9.2211 20.4011 27.5465 0.49
H 9.7990 20.3783 25.8485 0.57
H 12.2472 20.2246 26.5386 0.14
H 11.8166 20.0443 28.2588 0.18
H 11.2950 22.5346 26.4601 0.39
H 12.4761 22.4038 27.6310 0.46
H 10.7275 21.8627 29.4110 0.12
H 9.4758 22.5277 28.3433 0.25
H 10.8684 23.5315 28.8782 0.41
H 11.3924 18.1297 28.7008 1.09
H 10.5156 16.6326 28.5829 0.45
H 8.4950 17.7308 29.4193 -0.12
H 9.3776 19.2246 29.6317 0.29
H 9.8718 16.7150 31.3126 0.05
H 9.0351 18.2242 31.7730 0.07
H 11.2938 19.4480 31.2162 0.18
H 12.1344 17.8548 31.1597 0.23
H 11.3503 18.2885 32.6557 0.46
H 10.0801 17.6982 24.6838 0.98
H 10.0305 16.4111 25.6399 0.75
H 12.4989 18.0972 26.2066 0.38
H 12.3801 17.5935 24.5718 0.88
H 12.5150 15.2308 25.4680 -1.47
H 12.3651 15.9712 27.1027 0.60
H 14.5708 16.8329 25.2958 0.40
H 14.8149 15.3130 26.1032 -0.04
H 14.7429 16.8585 27.0177 0.42
C 6.0513 11.8169 36.7333 -1.15
C 7.1191 11.1505 35.9162 -0.68
C 7.2907 11.6961 34.5032 -0.49
C 5.9950 11.6044 33.7091 -0.81
P 6.1882 12.0650 31.9720 0.76
C 7.4051 10.9240 31.1938 -0.74
C 6.9913 9.5086 31.2569 -0.91
C 8.1823 8.6476 30.7093 -0.20
C 7.8549 7.2091 30.4924 -1.47
C 4.5117 11.9474 31.1761 -1.85
C 4.4596 12.4291 29.6963 0.66
C 2.9728 12.6821 29.4026 -0.55
C 2.7938 13.6329 28.2451 -1.35
C 6.9094 13.7332 31.8809 0.10
C 6.0245 14.9727 32.3461 -0.70
C 6.8382 16.3204 32.1701 0.04
C 6.2938 17.6138 32.8130 -1.53
H 6.2073 11.7505 37.8316 0.37
H 5.0441 11.5445 36.3541 0.28
H 6.0632 12.9470 36.7246 0.28
H 7.0240 10.0666 35.8144 0.36
H 8.1296 11.2529 36.3488 0.41
H 7.9450 11.0515 33.9312 0.11
H 7.5952 12.7091 34.4915 0.31
H 5.1607 12.2745 34.0755 0.61
H 5.5530 10.5721 33.5554 0.58
H 8.2895 11.1050 31.8110 0.75
H 7.5173 11.1733 30.1314 0.40
H 6.1145 9.3644 30.6248 0.36
H 6.7378 9.1901 32.2989 0.36
H 9.0845 8.7256 31.3101 0.39
H 8.3875 9.0955 29.7638 0.21
H 7.8218 6.7853 31.4957 0.36
H 8.6749 6.7166 29.8863 0.36
H 6.9349 7.0626 29.9663 0.35
H 4.0176 12.7997 31.6484 0.67
H 4.0202 11.0371 31.4126 0.73
H 4.8316 11.7265 28.9471 0.39
H 5.0092 13.3663 29.5850 -0.33
H 2.5261 13.1833 30.3011 0.36
H 2.4227 11.6956 29.2441 0.31
H 3.1486 14.5443 28.6119 0.33
H 1.7251 13.7059 28.0816 0.44
H 3.3572 13.3018 27.3982 0.31
H 7.1198 14.0244 30.7983 -1.12
H 7.8445 13.7113 32.3988 1.07
H 5.8366 14.8990 33.4082 0.35
H 5.1067 14.9908 31.7898 0.45
H 6.9230 16.5026 31.0942 -0.08
H 7.8626 16.1188 32.4827 0.36
H 6.1804 17.4646 33.9008 0.33
H 5.2411 17.8062 32.5025 0.34
H 6.8830 18.5023 32.6674 0.40
C 12.7342 15.1993 22.3236 0.38
F 13.5078 15.7185 23.2483 -0.12
F 12.6911 16.1265 21.3332 -0.25
F 13.4161 14.1085 21.9088 -0.23
S 11.0607 14.6412 22.7745 0.81
O 11.4010 13.7716 23.9231 -0.49
O 10.3373 15.8618 23.1111 -0.58
O 10.5124 13.8379 21.6984 -0.71
C 7.5428 13.4187 26.2883 0.14
F 7.8529 14.3087 25.3808 -0.04
F 6.2634 12.9405 26.0109 -0.23
F 8.4387 12.4350 26.1404 -0.17
S 7.7708 14.0198 28.0369 -0.01
O 7.6219 12.7852 28.7957 -0.25
O 9.0849 14.6600 27.9963 -0.41
O 6.6903 14.9988 28.1979 -0.41

=====

[2]
230
Properties=species:S:1:pos:R:3:mulliken_charge:R:1 method="wB97M-V/def2-TZVPD" homo_energy_ev=-8.2 e_above_lowest_kj_mol=374.7 charge=0 molar_mass_g_mol=1282.83
C -4.6980 4.9424 -1.4033 -2.22
C -3.9422 3.7339 -1.8532 1.86
C -4.6097 2.4564 -1.2363 -0.88
C -5.9095 2.1969 -1.9660 -0.78
C -5.6469 1.9306 -3.3888 -0.02
C -5.0227 3.1660 -4.1064 1.30
N -3.8298 3.5133 -3.2608 0.98
O -3.2774 4.6315 -3.9281 -0.65
C -4.5195 2.7880 -5.4662 -1.64
C -6.0783 4.3270 -4.2310 -1.78
C -2.5498 3.8701 -1.2678 -2.09
H -4.5102 5.8618 -2.0006 0.30
H -4.3699 5.2159 -0.4276 0.54
H -5.7616 4.7827 -1.4286 0.36
H -3.9728 1.5994 -1.4800 -0.36
H -4.7488 2.5452 -0.1989 0.88
H -6.5390 3.1277 -1.8307 0.36
H -6.4715 1.3267 -1.6320 0.46
H -6.6245 1.5681 -3.7718 0.49
H -4.8570 1.1478 -3.4413 -0.73
H -3.8312 1.9657 -5.3047 0.12
H -5.3927 2.5255 -6.0895 0.39
H -4.0195 3.5544 -5.9927 0.49
H -6.6758 4.5752 -3.3159 0.23
H -5.5331 5.1525 -4.6715 0.45
H -6.7076 4.0729 -5.1036 0.47
H -1.9948 2.9508 -1.5878 0.29
H -2.4870 3.8862 -0.1796 0.49
H -1.9848 4.7930 -1.4738 0.46
H -2.3282 4.5768 -3.7426 0.33
C 1.6430 0.9865 0.5818 -0.98
C 0.3019 0.3420 0.8550 1.79
C -0.4025 -0.0512 -0.5104 0.01
C -1.4554 -1.0610 -0.2166 1.03
C -0.8465 -2.3023 0.4635 -0.81
C -0.1578 -2.1264 1.7830 3.03
N 0.7197 -0.9317 1.5037 -0.29
O 1.5217 -0.6197 2.6639 1.52
C -1.1438 -1.9265 2.9595 1.22
C 0.7274 -3.3607 1.9346 -1.54
C -0.6299 1.1487 1.7684 -1.11
H 2.0846 0.2915 -0.1086 0.50
H 2.0779 1.1830 1.5227 -0.43
H 1.5890 1.9496 0.0929 0.39
H -0.7660 0.8014 -1.1053 0.00
H 0.4455 -0.4790 -1.0374 -0.58
H -2.0333 -1.3352 -1.0710 -0.23
H -2.1232 -0.5397 0.4810 -0.42
H -0.1717 -2.7783 -0.2620 0.04
H -1.6942 -3.0077 0.7042 -0.37
H -1.1843 -2.8831 3.4515 -0.87
H -0.8323 -1.1209 3.6076 0.05
H -2.0341 -1.6029 2.4855 -1.27
H 1.4977 -3.2954 1.1351 0.35
H 1.2571 -3.4084 2.8263 -0.81
H 0.0327 -4.1754 1.8496 0.60
H 0.0220 1.6312 2.5471 0.01
H -1.3993 0.6219 2.3958 -0.18
H -1.1860 1.9675 1.4015 0.19
H 0.9097 -0.6897 3.4333 -0.37
C 3.2547 4.4809 -7.5801 -1.58
C 2.9385 4.8944 -6.1070 1.51
C 1.4892 4.3983 -5.8100 -1.35
C 1.3741 2.8422 -5.6039 0.30
C 2.3843 2.4880 -4.4440 -0.85
C 3.8170 2.8381 -4.8123 2.25
N 3.8363 4.3233 -5.0938 0.06
O 5.1548 4.7204 -5.4538 -0.52
C 4.5634 2.6361 -3.4892 -2.01
C 4.3857 1.9650 -5.9869 -1.84
C 2.8899 6.4135 -5.9184 -1.94
H 4.1505 4.9426 -8.0461 0.35
H 2.4138 4.9215 -8.0682 0.49
H 3.1819 3.3881 -7.6152 0.34
H 1.2394 4.9242 -4.8671 0.36
H 0.7936 4.7560 -6.6061 0.49
H 1.5226 2.2037 -6.4415 0.51
H 0.3324 2.6940 -5.2476 -0.69
H 2.3119 1.4001 -4.1571 -0.32
H 2.2149 3.1267 -3.5160 0.42
H 4.3610 1.6274 -3.1919 0.39
H 5.6589 2.8171 -3.7219 0.40
H 4.2353 3.3785 -2.7367 0.42
H 5.3825 2.3564 -6.3380 0.34
H 4.6695 0.9834 -5.6784 0.48
H 3.7887 1.8588 -6.8582 0.42
H 2.1331 6.8268 -6.6294 0.31
H 3.8126 6.8411 -6.1469 0.49
H 2.5152 6.6311 -4.9056 0.39
H 5.4207 4.2422 -6.3038 0.36
C 5.9008 4.0612 3.5420 -2.12
C 4.3942 3.9302 3.6735 1.95
C 3.9831 2.3938 3.7722 -0.64
C 4.0251 1.7621 5.1568 -0.03
C 3.3855 2.7488 6.1985 -1.24
C 4.0712 4.1251 6.1993 2.13
N 3.8685 4.6483 4.8205 0.09
O 4.4590 5.9877 4.7821 -0.52
C 3.2587 4.9479 7.1342 -2.10
C 5.4731 4.0257 6.7769 -1.96
C 3.8408 4.3778 2.3614 -1.80
H 6.5457 3.5546 4.2306 0.29
H 6.1376 5.0923 3.5095 0.60
H 6.1970 3.7641 2.5243 0.48
H 2.9514 2.3119 3.3326 -0.31
H 4.7182 1.8853 3.0860 0.61
H 5.0716 1.6915 5.4663 0.17
H 3.7066 0.7156 5.1315 -0.35
H 3.4850 2.2070 7.1741 0.41
H 2.3287 2.9031 5.8915 0.26
H 3.2128 4.5820 8.1845 0.43
H 3.5548 5.9790 7.2434 0.48
H 2.2378 4.9504 6.6755 0.38
H 6.1475 4.7531 6.3907 0.42
H 5.4133 4.2061 7.8382 0.45
H 5.9419 3.0122 6.5627 0.23
H 4.0481 3.6011 1.6386 0.38
H 4.2727 5.2672 1.8728 0.34
H 2.7418 4.5467 2.4580 0.38
H 3.7124 6.5519 5.0345 0.35
C 3.2265 -5.3830 -2.9867 -1.83
C 1.9785 -4.5707 -3.4064 1.67
C 2.2751 -3.0362 -3.1328 -1.31
C 1.2320 -2.2239 -3.8054 1.74
C 1.5021 -2.3696 -5.3513 -1.91
C 1.3224 -3.7761 -5.7982 1.97
N 2.0132 -4.7105 -4.8948 0.20
O 1.6134 -6.0451 -5.3121 -0.52
C -0.1905 -4.1412 -5.9867 -1.81
C 1.9836 -4.0270 -7.1645 -2.22
C 0.7018 -5.0383 -2.6975 -1.73
H 4.1354 -4.9791 -3.4003 0.48
H 3.3300 -6.4192 -3.3370 0.37
H 3.3016 -5.4518 -1.8954 0.35
H 2.2694 -2.9502 -2.0506 0.37
H 3.2826 -2.7472 -3.5382 0.41
H 1.2696 -1.1602 -3.5840 -0.31
H 0.1697 -2.4777 -3.5668 -0.94
H 2.5204 -2.0645 -5.4517 0.51
H 0.9056 -1.6841 -5.9205 0.56
H -0.5915 -3.6182 -6.8351 0.48
H -0.2563 -5.2164 -6.1211 0.46
H -0.6640 -3.8560 -5.0739 0.22
H 1.8646 -4.9987 -7.5763 0.45
H 1.5503 -3.4127 -7.9243 0.42
H 2.9857 -3.7790 -7.1217 0.54
H 0.9941 -5.1792 -1.6691 0.45
H 0.4391 -5.9789 -3.1888 0.32
H -0.0447 -4.3024 -2.8467 0.28
H 2.4892 -6.4590 -5.4239 0.37
C -0.5834 -0.0824 7.3585 -0.77
C 0.2334 0.6623 6.3656 -0.11
O 0.8731 -0.2486 5.4371 0.62
O -1.4787 -1.0148 6.7402 -0.57
H -1.1799 0.6781 7.9273 0.40
H 0.0523 -0.7052 8.0185 0.21
H 1.0260 1.2937 6.7667 0.14
H -0.4062 1.3418 5.7745 0.34
H 1.6012 -0.6564 5.9955 -0.24
H -0.9035 -1.5862 6.2285 0.04
C -4.9248 -1.6373 -2.1552 1.17
C -5.1315 -2.9014 -3.0062 -0.86
O -5.5542 -2.5162 -4.3448 -0.61
O -5.3007 -1.8110 -0.8163 -0.56
H -5.5684 -0.8399 -2.6466 -0.02
H -3.8190 -1.2792 -2.2023 -0.58
H -5.8408 -3.6395 -2.5378 0.33
H -4.1772 -3.3588 -3.1219 0.37
H -5.5129 -3.2775 -4.9549 0.31
H -4.9333 -1.0317 -0.3400 0.22
C -5.5334 -3.9487 2.1384 -0.94
C -4.0529 -4.0477 1.8525 1.10
O -3.7298 -3.5998 0.5438 -0.32
O -6.2177 -4.7903 1.1508 -0.56
H -5.8894 -2.9516 2.1216 0.52
H -5.6649 -4.3348 3.1824 0.29
H -3.8609 -5.1653 1.9856 0.24
H -3.4559 -3.5443 2.5434 -0.83
H -4.5281 -3.2126 0.1216 0.29
H -7.1157 -4.4109 1.2482 0.36
C -4.5705 -0.0499 4.6865 -0.56
C -5.2821 -0.3033 3.3601 -0.78
O -4.4274 -0.4368 2.2351 -0.01
O -3.6501 -1.0940 4.8791 -0.36
H -5.1526 0.0672 5.6027 0.48
H -3.9645 0.8603 4.4946 0.25
H -5.9138 0.5652 3.1199 0.32
H -5.9684 -1.1184 3.2826 0.36
H -3.9876 -1.3291 2.1970 -0.21
H -3.1268 -1.0637 5.6605 0.30
C -3.0686 -4.9475 5.6304 -0.38
C -2.3840 -6.0644 4.8480 -0.60
O -1.2882 -5.6597 4.0471 -0.56
O -3.4700 -3.9310 4.7084 -0.17
H -2.3027 -4.5385 6.3172 0.16
H -3.8466 -5.3081 6.2546 0.50
H -3.0708 -6.5301 4.1596 0.33
H -2.0309 -6.8014 5.5000 0.55
H -1.7424 -4.9171 3.5377 0.12
H -3.6248 -3.0907 5.1592 0.10
C -2.1853 -0.9136 -4.6695 0.45
C -1.2235 0.3304 -4.6632 -0.19
O -1.5171 1.0756 -3.5063 0.60
O -3.5222 -0.4249 -4.7990 -0.51
H -1.9135 -1.4690 -3.7471 -0.33
H -1.9236 -1.4950 -5.5880 0.34
H -1.2350 0.9547 -5.5789 0.40
H -0.1963 -0.0743 -4.5158 -0.29
H -2.4268 1.4785 -3.6617 -0.53
H -4.1352 -1.1933 -4.7721 0.22
C 1.7804 -3.3459 7.0745 -1.04
C 1.5395 -4.0998 5.7194 0.58
O 0.7686 -5.2079 6.0890 -0.66
O 2.5194 -2.1696 6.9295 -0.56
H 2.2957 -4.0182 7.6883 0.50
H 0.8416 -3.2024 7.5577 0.42
H 2.4611 -4.4633 5.3019 0.46
H 1.0792 -3.4327 5.0123 -0.48
H 0.4748 -5.7275 5.3218 0.32
H 3.3842 -2.3348 6.4924 0.47
C 5.3280 -2.7463 4.2795 -0.82
C 4.3813 -2.4314 3.1841 0.74
O 4.1298 -1.0266 3.2724 -0.57
O 4.8498 -2.2290 5.4737 -0.62
H 6.3041 -2.3309 4.0366 0.36
H 5.4400 -3.8357 4.3345 0.39
H 3.4431 -2.9714 3.4164 -0.61
H 4.7221 -2.7406 2.2289 0.45
H 3.2041 -0.8331 3.0415 0.06
H 4.9859 -1.2745 5.4115 0.21